1 | Below is C3H8N4S as an isolated structure, with properties calculated with ωB97M-V/def2-TZVPD.

```
16
C3H8N4S, DFT ωB97M-V/def2-TZVPD
C 0.761 -1.563 -0.745
C 0.422 0.842 -0.118
C -1.591 -0.805 1.362
H 1.296 -2.520 -0.009
H 1.135 -1.808 -2.017
H -0.467 -1.595 -0.820
H 3.228 0.349 -0.333
H 2.863 -1.115 0.996
H 1.745 1.723 0.901
H -0.698 -0.232 1.916
H -2.356 -1.419 1.755
N 1.172 -0.321 -0.198
N 2.441 -0.277 0.442
N 0.757 1.934 0.466
N -2.042 -0.536 0.181
S -1.287 0.636 -0.726
```

E_HOMO   -8.67 eV
Orbital gap   9.10 eV
Molar mass   132.2 g/mol
LUMO   0.4 eV

***

2 | Below is one molecule with the formula C3H8N4S, with properties calculated with ωB97M-V/def2-TZVPD.

```
16
C3H8N4S, DFT ωB97M-V/def2-TZVPD
C 0.467 -1.122 -0.920
C -0.120 1.249 -0.256
C -2.137 -0.460 1.049
H 0.365 -1.811 -0.069
H 1.262 -1.516 -1.571
H -0.463 -1.158 -1.478
H 2.784 0.223 -0.481
H 2.076 -0.309 0.910
H 1.114 2.314 0.703
H -1.191 -0.177 1.492
H -2.768 -1.181 1.634
N 0.803 0.221 -0.481
N 2.017 0.365 0.180
N 0.116 2.337 0.364
N -2.581 -0.048 -0.056
S -1.744 1.073 -1.021
```

E_HOMO   -8.91 eV
Orbital gap   9.55 eV
Molar mass   132.2 g/mol
LUMO   0.6 eV
SMILES   [H]/N=C(/SN=C)N(C)N

***

3 | Below is one molecule with the formula C3H8N4S, with properties calculated with ωB97M-V/def2-TZVPD.

```
16
C3H8N4S, DFT ωB97M-V/def2-TZVPD
C -1.212 0.006 0.301
C -0.552 -0.914 1.226
C 1.116 0.103 -0.826
N -1.745 1.142 0.931
N -1.224 2.201 0.563
N -0.314 2.055 -0.303
N -0.180 0.714 -0.774
S -2.531 -0.787 -0.773
H -1.202 -1.327 1.991
H 0.261 -0.338 1.722
H -0.291 -1.760 0.590
H 0.888 -0.912 -1.033
H 2.008 0.512 -1.452
H 1.629 0.262 0.129
H 0.172 2.819 -0.784
H -3.515 -0.199 -0.211
```

E_HOMO   -8.15 eV
Orbital gap   8.95 eV
Molar mass   132.2 g/mol
LUMO   0.8 eV
SMILES   CN1NN=N[C@@]1(C)S

***

Quick ranking, most stable first: 2, 3, 1.

***

1 | Below is one molecule with the formula C12H21N3O2, with properties calculated with ωB97M-V/def2-TZVPD.

```
38
C12H21N3O2, DFT ωB97M-V/def2-TZVPD
C -5.490 0.819 0.827
C -4.224 0.087 0.421
O -4.169 -1.117 0.288
N -3.169 0.913 0.236
H -3.316 1.902 0.350
C -1.847 0.484 -0.192
C -1.880 -0.203 -1.560
C -0.436 -0.396 -2.041
N 0.500 -0.603 -0.942
C 1.340 0.470 -0.654
O 1.209 1.575 -1.154
N 2.354 0.196 0.217
C 2.991 -1.100 0.357
H 2.625 -1.791 -0.403
C 4.483 -0.794 0.222
H 5.107 -1.560 0.677
C 4.591 0.559 0.919
H 5.480 1.115 0.630
C 3.308 1.267 0.489
H 2.912 1.930 1.262
H 3.452 1.860 -0.421
H 4.603 0.420 2.001
H 4.749 -0.697 -0.831
H 2.789 -1.518 1.352
C -0.121 -1.324 0.153
H -0.558 -2.231 -0.271
C -1.210 -0.473 0.830
H -0.783 0.105 1.651
H -1.983 -1.130 1.229
H 0.625 -1.618 0.889
H -0.372 -1.265 -2.706
H -0.100 0.489 -2.584
H -2.430 0.410 -2.275
H -2.399 -1.156 -1.459
H -1.235 1.387 -0.279
H -5.323 1.381 1.743
H -5.789 1.509 0.041
H -6.284 0.096 0.988
```

E_HOMO   -8.79 eV
Orbital gap   9.61 eV
Molar mass   239.3 g/mol
LUMO   0.8 eV
SMILES   CC(=O)NC1CCN(C(=O)N2CCCC2)CC1

***

2 | Below is C12H21N3O2 as an isolated structure, with properties calculated with ωB97M-V/def2-TZVPD.

```
38
C12H21N3O2, DFT ωB97M-V/def2-TZVPD
C 1.061 0.580 -1.450
C 1.637 -0.661 -1.896
N 2.081 -1.646 -2.261
H 0.715 0.611 -0.417
H 0.253 0.751 -2.162
H 1.897 1.269 -1.575
C 0.312 -1.711 3.719
C 0.521 -2.033 2.297
N 0.716 -2.279 1.198
H 1.303 -1.471 4.103
H -0.090 -2.587 4.227
H -0.252 -0.801 3.926
C -0.459 -1.670 -2.717
C -1.484 -2.480 -2.108
N -2.310 -3.054 -1.594
H -0.249 -0.783 -2.119
H -0.741 -1.229 -3.674
H 0.476 -2.206 -2.876
C -0.660 2.465 -0.097
C 0.607 2.862 0.577
O 0.724 2.679 1.786
C 1.862 3.236 -0.182
H -1.342 1.948 0.578
H -0.309 1.733 -0.824
H -1.092 3.353 -0.558
H 2.168 4.252 0.069
H 1.865 3.128 -1.267
H 2.631 2.582 0.229
C -0.456 0.106 1.249
C -1.098 -0.352 -0.090
O -0.684 0.102 -1.159
C -1.984 -1.554 0.033
H -1.131 -0.010 2.098
H -0.179 1.160 1.273
H 0.401 -0.504 1.535
H -1.542 -2.302 0.691
H -2.157 -2.027 -0.934
H -3.013 -1.457 0.376
```

E_HOMO   -8.35 eV
Orbital gap   8.60 eV
Molar mass   239.3 g/mol
LUMO   0.3 eV

***

Quick ranking, most stable first: 1, 2.